Record 1
Density functional theory data (ωB97M-V/def2-TZVPD) for a 2-piece molecular cluster, C3H4F2 overall.

Positions of all 9 atoms, in Å:
C (2.40, 0.45, 0.76)
H (1.43, 0.69, 1.11)
F (-1.99, 1.29, 0.08)
H (-0.09, -1.28, -0.43)
H (-1.83, -1.41, 0.02)
H (-0.09, 0.93, -0.66)
F (2.18, -0.28, -0.31)
C (-1.02, 0.43, -0.26)
C (-1.00, -0.84, -0.31)

Output
* Kohn-Sham gap: 0.3378 hartree
* ΔE to the lowest compared entry with this formula, charge and spin: 4.560 eV
* charge: 0
* largest force on an atom: 4.63 eV/Å

***

Record 2
Density functional theory data (ωB97M-V/def2-TZVPD) for a 11-piece molecular cluster, C74H169N11O11 overall.

Positions of all 265 atoms, in Å:
C (-5.22, 2.17, 3.07)
H (2.97, 1.58, 0.39)
H (1.79, 6.86, 3.76)
N (4.90, 1.37, -2.47)
C (-3.22, 3.63, -1.68)
H (-3.08, -3.20, 6.14)
H (4.67, 1.55, -1.51)
O (6.14, 1.51, -5.05)
C (1.10, 6.42, 1.83)
C (2.63, -5.56, 3.20)
H (6.29, 2.64, 1.28)
H (1.50, -7.65, -0.04)
C (-2.86, -1.65, 7.59)
C (4.26, -8.06, -4.22)
O (0.04, 0.91, -7.17)
H (0.16, 9.53, 0.54)
C (4.68, 1.29, 1.66)
H (0.50, 0.26, 8.33)
H (1.17, -0.61, -4.36)
H (5.66, -1.41, -2.32)
H (4.89, -4.95, -5.79)
H (-7.59, 1.84, -1.49)
N (-4.71, 2.31, -3.10)
N (3.91, 1.98, 0.59)
H (5.79, -7.46, -5.77)
C (-0.37, -1.67, 7.57)
H (5.75, 0.73, -6.92)
H (-1.59, -3.17, 8.34)
H (-4.99, 1.84, 5.20)
H (0.76, -2.29, 9.48)
N (-0.35, -2.31, 6.24)
C (1.81, -8.16, -4.70)
H (-1.99, -0.66, 3.72)
H (1.98, -3.75, -3.64)
C (-4.29, 3.69, -2.77)
H (-2.71, 4.52, -1.53)
H (4.88, 2.20, -3.02)
H (-1.50, 1.48, 0.38)
H (2.98, 0.14, 2.42)
H (-6.54, 0.25, -3.74)
H (2.70, 0.46, 5.02)
H (-2.68, -4.47, -0.57)
H (-2.75, 3.74, -4.21)
H (-3.28, 5.85, 1.93)
H (-2.31, -2.93, 3.46)
H (-0.97, -0.04, 0.98)
H (1.37, 1.41, -1.37)
H (4.20, -9.08, -4.60)
H (0.34, 0.13, 6.58)
H (5.11, 0.48, 1.15)
H (-2.85, -2.87, -2.71)
H (-5.39, 5.40, -1.90)
H (-1.05, 0.54, 7.69)
C (-2.81, -2.16, 6.13)
O (-0.34, 0.32, -0.91)
N (0.54, 2.15, -4.03)
C (0.91, 1.39, -8.19)
C (4.24, 7.48, -0.06)
H (1.83, -9.22, -4.86)
H (0.09, 5.70, 0.12)
H (-1.98, -1.55, -2.47)
H (1.14, -8.76, 1.19)
H (4.42, 7.99, -1.00)
H (-0.55, 7.87, 2.05)
C (-5.14, 1.20, -0.72)
C (-2.05, 2.64, 3.46)
H (-3.91, -1.22, 3.09)
H (1.95, -7.62, -5.64)
C (2.76, -8.47, -2.40)
H (4.59, 8.12, 0.77)
C (-3.03, -1.76, -0.04)
C (3.18, -5.34, -4.49)
C (2.90, -7.67, -3.68)
C (1.98, 8.55, -0.10)
C (-1.95, -2.57, -2.18)
C (-6.90, 2.43, -2.06)
H (0.26, 5.95, 3.80)
C (-1.51, -1.99, 5.27)
H (3.66, 2.89, 0.93)
C (-2.48, 2.70, 5.87)
H (6.16, -0.41, -0.93)
H (-4.94, -1.10, 1.65)
H (-5.93, 6.29, 2.81)
C (1.44, -0.08, -3.43)
H (7.32, -0.93, -2.20)
H (1.74, -7.39, 3.54)
H (-0.72, 5.40, 1.56)
H (1.43, -6.18, -2.00)
H (4.97, -7.92, -3.39)
C (-0.62, 0.75, 0.34)
H (0.93, -3.41, 8.02)
H (-1.43, -4.02, 4.57)
H (7.41, 0.87, -6.42)
H (-0.94, -2.28, -0.40)
H (-3.52, 5.40, -4.00)
C (2.42, -4.32, 2.35)
O (3.10, 5.24, 1.43)
H (-3.94, -1.92, -0.57)
O (0.87, -1.92, 5.59)
H (-1.61, -1.67, 9.28)
H (2.88, -5.26, 4.21)
C (1.46, -3.18, 0.36)
C (0.33, 1.33, -1.67)
C (3.18, -5.02, 0.05)
C (-3.18, 2.91, 4.52)
H (-2.84, -0.47, 7.55)
N (-1.90, -4.00, -0.16)
C (-3.99, -0.97, 2.06)
C (2.24, 6.22, -1.14)
H (-2.30, 1.66, 6.13)
H (-1.70, 0.30, 5.26)
H (-4.24, 0.60, -0.64)
H (-0.06, 8.00, -0.25)
H (1.09, -3.44, -0.63)
H (-1.23, -7.14, 1.00)
H (3.60, -6.00, 0.30)
H (5.07, 3.11, 2.50)
H (6.47, 2.32, -6.79)
H (5.22, -5.43, -4.09)
C (-2.17, 0.44, -6.37)
C (1.57, -7.79, 1.00)
H (-3.79, 0.09, 1.92)
C (2.10, -5.28, -5.61)
C (0.84, -2.33, 8.38)
H (1.85, -1.92, 8.15)
H (-6.44, 3.78, 3.93)
H (-4.14, -0.36, -6.10)
H (-3.11, -1.21, -7.27)
H (-3.88, 0.92, 4.24)
H (-6.04, 1.50, 3.20)
H (-2.46, 2.82, -1.87)
H (-1.33, -0.53, -8.02)
C (1.25, 6.03, 3.27)
H (-4.32, 4.22, -4.89)
C (0.59, 8.55, 0.44)
C (-1.62, -2.11, 8.32)
H (6.36, 1.93, 2.95)
H (-5.06, 2.05, -0.12)
H (4.07, -7.22, -6.26)
H (-1.50, 3.18, 5.88)
H (-3.77, 3.50, -0.78)
C (-5.72, 3.60, 3.10)
O (1.48, -5.95, -2.94)
H (0.68, 2.41, -8.52)
H (1.72, -8.40, -1.97)
C (0.84, -6.64, 1.73)
H (2.85, -5.06, -0.97)
H (0.82, -7.88, -4.23)
H (1.18, 2.78, -3.58)
C (2.71, 7.13, 0.00)
C (0.48, 7.86, 1.75)
H (-7.33, 2.53, -3.10)
H (3.46, -6.22, 2.78)
C (-1.93, -2.63, -0.69)
H (3.11, -1.15, 4.35)
C (6.12, 0.67, -2.80)
H (-4.96, -0.28, -3.20)
H (3.25, -3.59, 2.38)
H (3.77, 5.45, 2.07)
C (-0.64, -7.07, 1.94)
H (-1.56, 2.09, -5.32)
H (3.94, -0.49, 5.77)
C (-3.43, -0.22, -6.89)
C (-1.44, -0.59, 4.61)
H (1.09, 8.43, 2.48)
C (-3.88, 4.95, 1.90)
H (-3.26, 1.52, -4.06)
H (2.62, 9.27, 0.47)
C (-5.61, 4.48, -2.43)
C (-0.16, -0.12, 7.57)
O (-2.64, 5.29, 4.51)
H (-3.31, 4.05, 1.67)
H (-6.08, 4.79, -3.40)
O (-3.07, -1.84, 1.35)
H (7.09, 1.19, -2.61)
H (-1.43, 3.53, 3.36)
C (-3.67, 4.28, -4.03)
H (4.91, 6.54, 0.02)
H (0.63, 4.41, 0.96)
H (4.02, -4.28, 0.10)
H (-3.79, -1.97, 8.04)
C (6.32, -0.57, -2.02)
H (-2.06, -4.00, 0.81)
H (1.24, 6.40, -1.37)
N (2.47, 6.55, 1.34)
C (6.11, 0.32, -4.31)
H (-0.59, 0.47, -3.43)
H (1.44, -2.69, 5.80)
C (-1.25, 0.47, -7.60)
H (3.16, 1.84, 2.98)
H (2.35, 5.15, -0.82)
H (0.73, -2.84, 1.05)
H (3.33, -3.19, -4.55)
C (1.97, -4.55, 0.95)
H (0.93, 0.74, -9.04)
H (-2.94, 2.49, -6.19)
H (-6.34, -0.56, -2.16)
C (5.70, 2.29, 2.16)
N (0.80, -5.38, 0.96)
C (4.75, -7.13, -5.40)
H (1.83, 5.13, 3.53)
C (4.61, -5.67, -4.94)
C (-4.33, 1.92, 4.31)
C (-1.43, -3.04, 4.15)
H (-0.42, -0.39, 4.35)
H (2.85, 6.29, -2.06)
H (-7.57, 4.32, -1.63)
H (0.87, 1.89, -4.94)
O (0.30, -5.67, -0.31)
O (-3.55, 1.51, -3.14)
H (2.11, 8.87, -1.13)
H (-0.65, -2.97, 3.48)
H (1.85, -4.27, -5.86)
H (-0.57, -5.21, -0.25)
H (-2.55, 2.36, 2.51)
H (2.53, 0.21, -3.55)
H (6.91, -0.35, -4.66)
C (-5.32, 5.95, 3.61)
H (-3.12, 3.03, 6.66)
H (-1.20, -6.31, 2.55)
N (2.81, -6.26, -3.37)
H (3.42, -8.02, -1.66)
H (2.62, -7.81, 1.25)
H (2.24, -2.44, 0.26)
C (-5.59, 1.51, -2.20)
C (-6.65, 3.78, -1.56)
N (-3.72, 4.31, 4.40)
H (2.31, -5.79, -6.56)
O (4.40, 0.35, 3.88)
C (6.49, 1.35, -6.36)
H (-6.41, 3.77, 2.17)
C (-5.90, 0.17, -2.84)
H (1.88, 1.45, -7.75)
C (3.01, -4.00, -3.87)
H (-2.74, -0.76, -0.33)
H (-6.23, 3.84, -0.55)
H (-4.63, 5.15, 1.14)
H (-3.92, 0.24, -7.74)
C (1.43, -6.45, 3.13)
H (0.21, 1.14, 0.94)
H (-4.66, 1.87, 2.20)
H (-4.57, 6.63, 3.71)
C (-4.64, 4.70, 3.22)
H (-2.87, 5.56, 5.40)
H (1.41, -0.91, -2.67)
H (-6.04, 0.69, -0.22)
H (-3.54, -1.60, 5.52)
H (2.80, -9.53, -2.39)
C (0.35, 0.96, -3.16)
N (-2.42, 1.73, -5.68)
H (-0.55, -8.09, 2.30)
H (0.62, -5.99, 3.79)
H (5.22, -0.26, -4.50)
H (3.63, -3.81, -2.94)
H (-1.64, 1.21, -8.30)
C (0.25, 5.40, 1.10)
H (-1.72, -0.23, -5.67)
H (1.59, -3.76, 2.82)
H (-5.92, 5.88, 4.47)
C (3.69, 0.87, 2.80)
C (3.50, -0.23, 4.76)
H (-1.50, 1.75, 3.76)
H (-1.02, -3.19, -2.49)
H (1.26, -5.81, -5.28)
H (-0.17, 2.32, -1.43)

Output
* SMILES string: CC1(C)CCCC(C)(C)N1O.CC1(C)CCCC(C)(C)N1O.CC1(C)CCCC(C)(C)N1O.CC1(C)CCCC(C)(C)N1O.CC1(C)CCCC(C)(C)N1O.CC1(C)CCCC(C)(C)N1O.COC[C@H](C)N.COC[C@H](C)N.COC[C@H](C)N.COC[C@H](C)N.COC[C@H](C)N
* Kohn-Sham gap: 0.3151 hartree
* ΔE to the lowest compared entry with this formula, charge and spin: 4.148 eV
* charge: 0
* largest force on an atom: 3.30 eV/Å

***

Record 3
Density functional theory data (ωB97M-V/def2-TZVPD) for C24H45O3SSiZr as an isolated structure.

Positions of all 75 atoms, in Å:
H (3.89, -0.51, -0.43)
H (-1.65, 4.13, -2.46)
H (-3.16, 2.52, 3.79)
H (-0.02, -5.18, -3.53)
H (-3.94, 3.00, -1.92)
C (-2.98, 2.24, 0.80)
H (3.22, -1.60, -1.68)
C (0.39, -4.24, -3.16)
C (2.24, 0.32, -1.58)
H (-2.52, -2.83, -1.92)
H (-1.78, -2.59, -3.52)
C (-0.65, -4.55, -0.89)
H (-2.66, 1.98, -2.55)
S (-1.21, -0.68, 0.72)
H (-4.44, 0.67, 0.91)
C (2.86, -3.36, 2.32)
C (2.34, -0.95, 2.35)
H (1.19, 4.48, -0.53)
Si (0.42, -1.71, -0.31)
H (1.69, -0.07, 2.04)
H (3.29, -3.28, 3.32)
C (-2.59, 1.76, 3.24)
H (-0.60, 2.75, -2.65)
H (2.55, -0.76, 3.40)
H (-1.77, 1.45, 3.88)
H (1.38, -4.45, -2.74)
C (2.45, 1.74, -1.09)
H (0.60, 5.28, 0.91)
C (3.46, -0.56, -1.44)
C (0.59, -2.63, 3.08)
H (2.30, 0.69, -3.69)
H (3.66, -3.20, 1.59)
H (-1.28, -4.09, -0.12)
C (-2.13, 2.33, 1.93)
H (0.96, -2.68, 4.11)
H (1.65, 3.89, 1.05)
H (-0.19, -1.87, 3.04)
C (0.11, 2.91, 2.94)
H (0.49, -3.56, -4.01)
H (-0.36, 2.89, 3.91)
C (-4.39, 1.77, 0.97)
H (-3.91, 1.29, -1.52)
C (-0.82, 3.60, -2.00)
C (0.82, 4.30, 0.47)
C (1.62, 0.26, -2.96)
C (-0.44, 3.44, 0.52)
H (-1.13, -5.48, -1.17)
H (0.15, -3.60, 2.84)
C (-1.21, 3.14, -0.62)
H (2.82, 1.75, -0.06)
O (1.29, -2.49, 0.76)
Zr (0.23, 1.12, 0.76)
H (0.84, 3.71, 2.92)
H (3.25, -0.81, 1.77)
H (0.68, 0.82, -3.00)
C (-0.54, -3.67, -2.12)
H (4.23, -0.23, -2.14)
H (1.51, 2.31, -1.21)
H (3.18, 2.29, -1.68)
O (0.10, -2.35, -1.70)
H (-2.40, -4.17, -3.05)
H (-5.03, 2.16, 0.19)
H (-3.25, 0.91, 3.09)
H (2.47, -4.36, 2.19)
H (0.03, 4.27, -2.01)
C (-3.28, 2.17, -1.68)
H (-4.80, 2.07, 1.93)
H (1.42, -0.77, -3.26)
H (0.73, 1.96, 2.95)
C (1.74, -2.34, 2.14)
C (-2.47, 2.49, -0.47)
O (1.19, -0.15, -0.60)
C (-0.88, 2.96, 1.79)
H (0.33, -4.78, -0.47)
C (-1.89, -3.28, -2.68)

Output
* Kohn-Sham gap: 0.2772 hartree
* ΔE to the lowest compared entry with this formula, charge and spin: 0.579 eV
* charge: +3
* largest force on an atom: 0.75 eV/Å